No. 1
71
Properties=species:S:1:pos:R:3 method="wB97M-V/def2-TZVPD" homo_ha=-0.5625 gap_ev=6.7157 charge=+3 mol_weight_g_mol=511.435 largest_force_ev_per_a=6.95 total_energy_ha=-4082.9188
C 1.59 3.93 0.20
C 1.16 4.19 -1.21
O 1.96 4.31 -2.17
N -0.35 4.34 -1.51
H -0.75 3.46 -1.80
H -0.93 4.58 -0.72
C -0.54 5.53 -2.49
H 1.34 4.73 0.89
H 2.67 3.86 0.08
H 1.29 2.94 0.55
H -1.52 5.35 -2.92
H 0.17 5.50 -3.32
H -0.32 6.47 -1.97
C -3.36 0.00 0.02
C -4.14 -1.05 -0.66
O -5.26 -0.95 -1.07
N -3.39 -2.39 -0.74
H -2.90 -2.55 0.14
H -4.07 -3.14 -0.69
C -2.42 -2.50 -1.94
H -2.28 -0.09 -0.06
H -3.43 -0.08 1.11
H -3.60 0.97 -0.40
H -2.95 -2.33 -2.88
H -1.82 -3.42 -1.93
H -1.72 -1.68 -1.81
C -1.16 1.57 3.04
C -1.01 1.15 4.51
O 0.04 1.38 5.09
N -2.17 0.34 5.13
H -2.70 0.97 5.72
H -2.83 0.21 4.38
C -1.73 -0.98 5.89
H -0.76 0.68 2.55
H -0.53 2.42 2.76
H -2.20 1.75 2.78
H -2.72 -1.33 6.20
H -1.22 -0.63 6.79
H -1.12 -1.41 5.10
C 2.84 -3.93 0.06
C 2.08 -4.33 1.32
O 1.96 -5.52 1.74
N 1.43 -3.13 2.04
H 1.61 -2.23 1.62
H 0.43 -3.18 1.88
C 1.64 -3.16 3.60
H 2.30 -4.15 -0.86
H 3.79 -4.47 0.05
H 3.20 -2.90 0.04
H 1.33 -4.14 3.96
H 0.96 -2.42 4.02
H 2.67 -2.85 3.78
C 2.43 1.54 -3.15
C 2.92 0.37 -3.97
O 3.92 0.40 -4.64
N 2.15 -0.85 -3.76
H 2.74 -1.59 -3.40
H 1.68 -0.64 -2.89
C 1.30 -1.25 -4.97
H 1.37 1.71 -3.34
H 2.86 2.47 -3.54
H 2.66 1.34 -2.11
H 1.91 -1.79 -5.69
H 0.78 -0.39 -5.40
H 0.45 -1.89 -4.73
Br -1.37 1.16 -3.24
O 0.14 0.74 -0.02
C 1.08 -0.19 -0.08
O 1.70 -0.54 0.91
O 1.01 -0.99 -1.06
H -0.29 0.68 -0.87


No. 2
70
Properties=species:S:1:pos:R:3 method="wB97M-V/def2-TZVPD" homo_ha=-0.3332 gap_ev=9.6284 relative_energy_kcal_mol=0.0 charge=0 mol_weight_g_mol=443.713 largest_force_ev_per_a=0.55 total_energy_ha=-1888.6668
C 0.35 -1.92 -0.99
C 0.77 -0.73 -0.10
C 0.74 0.61 -0.84
C 0.48 1.83 0.05
C -0.91 2.44 -0.19
Si -2.32 1.28 0.13
F -2.38 1.03 1.72
O -3.75 1.92 -0.33
Si -4.57 1.83 -1.76
N -3.69 1.06 -3.01
N -6.05 0.99 -1.45
C -6.11 -0.26 -0.68
C -5.85 -0.05 0.82
H 0.91 -2.82 -0.75
H -0.71 -2.15 -0.87
H 0.52 -1.70 -2.05
H 1.79 -0.91 0.25
H 0.11 -0.68 0.77
H 1.70 0.73 -1.36
H -0.02 0.58 -1.63
H 1.23 2.60 -0.14
H 0.58 1.56 1.10
H -0.98 2.77 -1.23
H -1.08 3.31 0.44
H -2.15 -0.07 -0.45
H -4.82 3.20 -2.21
H -2.87 1.51 -3.41
H -3.49 0.06 -2.93
H -6.46 0.82 -2.37
H -5.42 -1.02 -1.07
H -7.11 -0.67 -0.81
H -4.82 -0.27 1.11
H -6.50 -0.69 1.41
H -6.05 0.98 1.08
C 0.02 -1.81 5.86
O 0.77 -2.71 6.20
N 0.19 -1.08 4.73
C -0.72 -0.02 4.36
C 1.32 -1.40 3.89
H -0.86 -1.51 6.44
H -1.19 -0.21 3.39
H -0.19 0.94 4.30
H -1.50 0.07 5.11
H 1.27 -2.43 3.54
H 2.25 -1.29 4.44
H 1.33 -0.73 3.03
C 0.34 2.05 -4.34
O -0.73 1.62 -3.93
N 1.10 1.42 -5.25
C 2.36 1.96 -5.70
C 0.63 0.16 -5.78
H 0.77 3.00 -3.98
H 2.36 2.14 -6.77
H 3.19 1.28 -5.47
H 2.55 2.91 -5.19
H -0.33 0.28 -6.28
H 0.50 -0.58 -4.99
H 1.36 -0.21 -6.50
C 4.35 -1.53 1.32
O 4.52 -0.62 0.54
N 5.10 -1.74 2.43
C 4.85 -2.85 3.33
C 6.18 -0.81 2.71
H 3.55 -2.29 1.20
H 4.60 -2.49 4.33
H 5.72 -3.50 3.40
H 4.01 -3.43 2.95
H 5.79 0.20 2.83
H 6.90 -0.80 1.90
H 6.67 -1.13 3.63


No. 3
68
Properties=species:S:1:pos:R:3 method="wB97M-V/def2-TZVPD" homo_ha=-0.3001 gap_ev=8.6260 charge=0 mol_weight_g_mol=503.399 largest_force_ev_per_a=0.83 total_energy_ha=-1780.4941 smiles=CCCCN[PH3]I.COCCOC.COCCOC.COCCOC
C 2.39 -1.78 -0.41
C 2.80 -0.72 -1.43
C 2.66 0.72 -0.93
C 1.23 1.23 -0.65
N 0.19 0.73 -1.54
P -1.06 -0.25 -0.92
I -3.11 -1.94 -0.12
H 3.09 -2.61 -0.37
H 1.41 -2.21 -0.61
H 2.35 -1.36 0.60
H 2.25 -0.87 -2.36
H 3.85 -0.85 -1.70
H 3.22 0.80 0.01
H 3.14 1.39 -1.64
H 0.94 0.97 0.38
H 1.25 2.32 -0.68
H 0.55 0.40 -2.43
H -0.34 -1.03 -0.03
H -1.44 -0.69 -2.19
H -1.82 0.72 -0.29
C -2.15 1.80 -4.36
O -2.38 0.43 -4.11
C -3.51 -0.11 -4.78
C -3.11 -0.91 -6.00
O -2.51 -0.10 -6.99
C -1.10 -0.19 -7.02
H -1.18 2.04 -3.91
H -2.12 2.01 -5.43
H -2.91 2.43 -3.89
H -4.19 0.70 -5.08
H -4.04 -0.76 -4.08
H -4.01 -1.36 -6.43
H -2.44 -1.72 -5.70
H -0.77 -1.17 -7.39
H -0.66 -0.01 -6.04
H -0.75 0.58 -7.71
C 4.78 -3.39 5.84
O 3.83 -2.36 5.66
C 4.17 -1.43 4.65
C 3.44 -1.70 3.35
O 3.81 -2.93 2.77
C 2.86 -3.97 2.98
H 4.34 -4.11 6.52
H 5.03 -3.88 4.90
H 5.70 -3.00 6.29
H 5.25 -1.45 4.46
H 3.91 -0.43 5.01
H 3.68 -0.90 2.64
H 2.35 -1.67 3.54
H 1.96 -3.80 2.39
H 2.58 -4.05 4.04
H 3.33 -4.90 2.66
C -3.48 4.68 2.86
O -3.96 3.42 3.28
C -4.31 2.55 2.21
C -3.24 1.52 1.93
O -2.02 2.11 1.47
C -1.04 2.24 2.48
H -3.11 5.19 3.75
H -2.67 4.59 2.13
H -4.28 5.28 2.42
H -4.50 3.13 1.30
H -5.23 2.03 2.48
H -3.58 0.84 1.15
H -3.05 0.93 2.83
H -0.64 1.27 2.78
H -1.43 2.74 3.37
H -0.23 2.84 2.06


No. 4
69
Properties=species:S:1:pos:R:3 method="wB97M-V/def2-TZVPD" homo_ha=-0.3727 gap_ev=5.6918 relative_energy_kcal_mol=124.2 charge=+1 mol_weight_g_mol=413.508 largest_force_ev_per_a=7.04 total_energy_ha=-1796.6044
C -5.00 -6.85 2.26
C -3.53 -6.28 1.72
C -3.57 -4.66 1.95
C -2.12 -3.90 1.82
C -1.18 -4.40 0.58
C 0.40 -4.08 1.05
C 1.05 -2.79 0.26
C 0.25 -1.37 0.48
C 1.22 -0.16 1.10
N 1.24 -0.41 2.59
C 0.82 0.45 3.58
N 0.20 1.78 3.23
N 0.92 0.04 5.05
P -0.55 -0.85 5.57
O -1.82 -0.03 5.05
H -5.09 -6.76 3.42
H -5.18 -7.95 1.88
H -5.89 -6.19 1.81
H -2.62 -6.83 2.22
H -3.52 -6.48 0.55
H -3.93 -4.49 3.08
H -4.42 -4.19 1.28
H -2.37 -2.75 1.62
H -1.61 -3.95 2.88
H -1.20 -5.55 0.37
H -1.33 -3.81 -0.42
H 1.05 -5.02 0.78
H 0.47 -3.97 2.23
H 2.14 -2.63 0.71
H 1.20 -3.04 -0.87
H -0.16 -1.04 -0.57
H -0.63 -1.49 1.25
H 0.70 0.86 0.80
H 2.31 -0.18 0.65
H 1.64 -1.34 2.91
H 0.81 2.34 2.58
H -0.72 1.64 2.71
H 1.73 -0.64 5.19
H -0.65 -1.00 7.00
H -0.44 -2.17 5.00
O 1.88 2.44 -1.13
P 1.89 2.95 -2.59
N 2.49 4.49 -2.18
C 1.80 5.47 -1.36
C 3.91 4.49 -1.84
N 0.19 2.88 -2.75
C -0.74 3.99 -2.72
C -0.45 1.71 -2.14
N 1.90 3.54 -4.27
C 2.04 4.90 -4.77
C 1.43 2.61 -5.29
H 2.24 6.46 -1.53
H 1.87 5.24 -0.29
H 0.76 5.59 -1.62
H 4.50 4.09 -2.67
H 4.12 3.87 -0.95
H 4.30 5.50 -1.65
H -0.94 4.32 -1.70
H -1.70 3.70 -3.17
H -0.39 4.84 -3.31
H -0.61 1.85 -1.07
H 0.15 0.81 -2.29
H -1.43 1.50 -2.61
H 1.21 5.54 -4.48
H 2.08 4.92 -5.87
H 2.97 5.36 -4.45
H 0.39 2.82 -5.56
H 1.49 1.58 -4.93
H 2.05 2.67 -6.19


No. 5
68
Properties=species:S:1:pos:R:3 method="wB97M-V/def2-TZVPD" homo_ha=-0.0546 gap_ev=3.7734 charge=-1 mol_weight_g_mol=443.783 largest_force_ev_per_a=3.47 total_energy_ha=-2604.0510
C 0.00 -0.58 -2.70
C -1.58 -0.57 -2.88
O -2.36 0.35 -2.19
H 0.35 -0.87 -1.71
H 0.49 0.33 -3.04
H 0.39 -1.39 -3.32
H -1.98 -1.56 -2.67
H -1.75 -0.45 -3.95
C -2.71 -3.74 5.82
S -1.97 -3.56 4.17
O -3.08 -2.67 3.67
C -0.60 -2.41 4.77
H -3.76 -4.03 5.73
H -2.64 -2.75 6.26
H -2.12 -4.29 6.56
H 0.12 -3.06 5.28
H -0.91 -1.52 5.30
H 0.00 -2.14 3.90
C -7.94 0.58 -6.26
S -9.36 1.13 -5.25
O -8.98 1.16 -3.74
C -9.56 2.81 -5.93
H -7.19 1.37 -6.12
H -8.14 0.30 -7.29
H -7.27 -0.15 -5.79
H -8.58 3.27 -6.07
H -10.26 3.23 -5.21
H -10.03 2.71 -6.91
C -1.98 6.60 3.73
S -1.21 4.96 3.46
O -2.29 3.85 3.22
C -0.56 5.41 1.75
H -2.53 6.78 2.81
H -1.24 7.41 3.78
H -2.49 6.63 4.70
H 0.22 6.14 1.97
H -1.32 5.76 1.06
H -0.03 4.56 1.31
C -7.61 -6.80 -0.35
S -8.35 -5.51 -1.37
O -7.86 -4.20 -0.71
C -7.50 -5.71 -3.00
H -6.53 -6.74 -0.50
H -8.05 -7.78 -0.51
H -7.74 -6.40 0.66
H -6.46 -5.37 -2.95
H -8.01 -4.99 -3.63
H -7.40 -6.73 -3.37
C 7.18 0.68 1.75
C 8.69 0.63 1.91
C 9.39 0.17 0.60
C 10.84 0.41 0.76
C 11.26 1.87 0.38
C 12.70 2.04 -0.09
H 7.09 1.51 1.06
H 6.64 1.05 2.62
H 6.76 -0.17 1.21
H 9.09 1.56 2.31
H 8.89 -0.03 2.75
H 8.99 0.82 -0.18
H 9.20 -0.89 0.45
H 11.41 0.03 1.61
H 11.33 -0.31 0.10
H 10.56 2.28 -0.35
H 11.01 2.49 1.24
H 13.42 2.34 0.67
H 13.17 1.21 -0.62
H 12.73 2.96 -0.68


No. 6
78
Properties=species:S:1:pos:R:3 method="wB97M-V/def2-TZVPD" s_squared=12.01 homo_ha="-0.3638 / -0.3841" gap_ev="7.6593 / 3.9355" multiplicity=7 charge=+1 mol_weight_g_mol=644.273 largest_force_ev_per_a=4.08 total_energy_ha=-3126.8596
Ag 2.70 1.10 1.38
Fe -1.20 -3.79 1.10
N 0.15 -0.76 0.51
O 1.26 -0.57 0.93
O -0.43 -1.80 0.74
O -0.37 0.15 -0.10
N 0.14 0.82 3.83
O 1.28 0.91 3.41
O -0.61 1.76 3.73
O -0.25 -0.14 4.45
C -3.25 -0.75 1.89
C -3.93 -2.09 1.51
C -5.32 -1.90 0.83
O -5.64 -3.18 0.17
C -7.00 -3.25 -0.31
N -3.12 -2.76 0.52
H -2.32 -0.91 2.44
H -3.83 -0.23 2.65
H -3.12 -0.06 1.06
H -4.09 -2.75 2.37
H -5.36 -1.09 0.10
H -5.99 -1.67 1.66
H -7.66 -2.43 -0.01
H -7.45 -4.20 0.00
H -7.01 -3.37 -1.39
H -3.85 -3.38 0.20
H -3.08 -2.02 -0.17
C 6.32 -1.24 2.87
C 5.41 -0.36 1.97
C 5.23 -0.70 0.49
O 4.08 -0.18 -0.05
C 3.75 -0.59 -1.35
N 4.13 -0.27 2.66
H 6.39 -0.89 3.90
H 7.31 -1.33 2.44
H 5.84 -2.20 3.07
H 5.78 0.65 2.16
H 5.31 -1.79 0.40
H 6.11 -0.40 -0.08
H 4.17 0.13 -2.05
H 2.69 -0.48 -1.56
H 3.98 -1.65 -1.39
H 4.38 -0.28 3.64
H 3.75 -1.20 2.55
C -0.96 0.11 -3.27
C -2.40 0.46 -3.09
C -3.29 -0.71 -2.54
O -3.72 -1.69 -3.51
C -4.63 -2.63 -2.94
N -2.25 1.49 -2.03
H -0.58 -0.73 -2.68
H -0.29 0.96 -3.41
H -0.86 -0.31 -4.27
H -2.81 0.73 -4.06
H -4.16 -0.22 -2.11
H -2.80 -1.16 -1.68
H -4.06 -3.22 -2.22
H -4.98 -3.33 -3.71
H -5.56 -2.24 -2.53
H -1.79 1.00 -1.28
H -1.66 2.26 -2.33
C 1.58 4.86 -0.17
C 1.40 3.43 -0.47
C 2.57 2.78 -1.26
O 3.65 2.49 -0.29
C 4.76 3.45 -0.19
N 1.11 2.65 0.73
H 1.92 5.46 -1.01
H 2.15 5.11 0.73
H 0.57 5.23 0.02
H 0.52 3.35 -1.12
H 2.77 3.29 -2.20
H 2.20 1.82 -1.65
H 4.43 4.46 0.06
H 5.35 3.56 -1.11
H 5.51 3.11 0.52
H 0.70 3.27 1.41
H 0.35 2.03 0.47